13 unconnected molecules or ions with the total composition C40H113N7O13 in a non-equilibrium geometry. Source: OMol25; level of theory: ωB97M-V/def2-TZVPD.

Summary:
* F_max: 3.953 eV/Å
* total charge: +1
* Kohn-Sham gap (alpha / beta): 9.259 / 3.301 eV
* HOMO energy (alpha / beta): -11.0 / -11.0 eV
* spin multiplicity: 2
* ΔE to the lowest compared entry with this formula, charge and spin: 79.5 kJ/mol

Geometry as XYZ:
```
173
C40H113N7O13 | OMol25 | ωB97M-V/def2-TZVPD
O -2.193 -1.276 3.598
O 0.600 4.149 4.415
O -1.047 2.956 0.947
O 1.205 -4.575 -4.182
O 2.330 0.143 0.782
O -4.082 -2.025 1.757
O -3.207 -4.843 -2.264
O 4.618 4.317 -0.837
O -7.047 1.984 1.245
O 6.317 2.096 4.998
O 4.515 -6.106 0.643
O -2.986 3.406 -3.907
O 4.396 -0.400 -0.749
N -1.795 1.339 -1.969
N -1.517 1.328 3.253
N 7.227 4.850 -3.491
N 0.939 -7.364 -5.154
N -3.967 -1.317 -1.021
N -1.377 -0.676 0.396
N -4.829 1.785 -1.734
C 7.581 4.928 -1.121
C 5.193 4.568 -2.098
C 4.721 -1.397 -1.669
C 5.068 1.785 4.369
C 3.491 -4.825 2.257
C 4.205 2.973 -0.513
C 2.939 -0.490 1.910
C 0.116 4.234 -0.750
C 5.894 -0.858 -2.587
C -1.526 -1.840 5.817
C -1.092 2.518 4.116
C -8.204 2.762 1.644
C 6.721 4.305 -2.171
C -4.017 2.100 0.521
C -6.557 2.443 -0.089
C -1.689 2.327 5.562
C -2.428 2.151 -4.178
C -2.862 -6.076 -1.617
C -3.378 -3.785 -1.302
C 0.585 -3.268 -4.126
C -1.301 1.895 -3.180
C 0.928 0.388 0.916
C -5.444 -2.078 3.795
C -2.010 -2.372 4.481
C 1.205 -6.974 -3.821
C 1.699 4.889 3.891
C 2.691 -6.955 -3.610
C -5.383 -1.906 2.241
C 3.915 -4.875 0.804
C -4.146 3.751 -4.708
C -2.814 -1.964 -2.964
C 0.518 -1.948 -0.133
C -0.202 0.996 -3.746
C -3.772 -2.473 -1.957
C -5.251 1.693 -0.373
C 0.484 -5.638 -3.511
C 0.044 -0.891 0.781
C 4.724 3.021 3.580
C 0.430 2.817 4.014
C -0.565 4.304 0.587
H 0.647 0.890 -0.010
H -0.579 -1.312 5.711
H -7.347 2.143 -0.777
H -0.498 -3.370 -4.191
H 2.693 -1.552 1.933
H -4.732 -2.627 -2.450
H 0.688 5.154 -0.871
H -4.966 -2.986 4.163
H -3.225 1.358 0.423
H 3.452 2.859 0.268
H 6.892 -1.178 -2.288
H -3.053 -1.179 -0.613
H 5.201 0.989 3.636
H -2.062 2.244 -5.201
H -1.389 -0.275 -0.531
H 1.005 -2.512 -4.790
H -0.012 -7.065 -5.322
H -2.467 -3.413 -0.834
H -4.597 2.719 -2.039
H 8.163 4.498 -3.634
H 0.787 0.939 1.846
H -2.944 -2.931 4.535
H 1.503 -2.305 0.167
H -4.276 2.015 1.576
H 5.782 0.215 -2.740
H -1.528 3.396 3.639
H -2.747 2.105 5.422
H -3.977 -4.061 -0.434
H -0.111 -2.834 -0.055
H -0.944 2.789 1.887
H 3.857 2.369 -1.351
H 3.188 -7.884 -3.891
H 3.043 -3.902 2.624
H -0.662 4.168 -1.511
H 6.822 3.221 -2.121
H 8.602 4.838 -1.494
H -2.482 -2.812 -3.564
H 4.075 2.749 2.748
H -0.528 -5.549 -3.907
H -8.593 2.427 2.606
H 3.112 -6.255 -4.332
H -4.036 -0.527 -1.646
H 2.916 -5.730 2.453
H -2.709 1.726 -1.779
H 0.097 4.782 1.308
H 0.698 2.703 2.963
H -0.910 2.889 -2.959
H 0.558 0.763 -3.000
H 0.792 3.379 -0.768
H -1.317 1.643 -1.134
H 2.988 -6.507 -2.662
H -5.898 -1.041 1.823
H 1.546 -6.733 -5.657
H 3.833 -1.589 -2.272
H -1.237 1.511 6.125
H -4.118 -1.877 0.809
H -2.809 -1.512 2.901
H 5.715 -1.239 -3.593
H 4.647 -4.067 0.798
H 0.350 -5.507 -2.438
H -0.416 0.101 -4.331
H -5.955 -2.699 1.759
H 5.454 3.689 3.122
H -6.447 -2.167 4.210
H -1.264 -2.988 3.978
H -4.971 3.106 -4.404
H -3.709 -6.393 -1.007
H -4.811 -1.361 4.318
H 4.330 -5.139 2.878
H 1.301 5.763 3.375
H 2.404 5.114 4.690
H -3.610 3.110 0.472
H -3.887 3.537 -5.745
H 0.616 -1.554 -1.145
H -1.337 0.433 3.685
H -1.978 -5.861 -1.017
H -5.429 0.648 -0.121
H 7.515 4.475 -0.131
H -7.920 3.789 1.873
H 7.495 6.011 -1.035
H 0.860 -2.805 -3.178
H 1.111 2.183 4.581
H 4.599 4.112 -2.890
H -0.018 -1.164 1.834
H 0.423 1.592 -4.409
H 6.479 3.042 4.989
H -1.355 5.053 0.637
H -1.848 -0.025 1.008
H -3.313 -1.192 -3.550
H -1.964 -1.571 -2.407
H -8.970 2.850 0.875
H -3.122 1.312 -4.138
H 4.270 3.841 4.136
H 3.034 -4.670 0.195
H -6.392 3.515 -0.200
H 4.022 -0.436 1.798
H 4.957 5.630 -2.164
H 5.116 -2.288 -1.181
H -2.702 -6.941 -2.261
H 2.530 0.035 2.773
H -2.236 -1.182 6.319
H -4.506 4.778 -4.649
H 5.105 2.532 -0.084
H 3.505 -0.544 -0.422
H 6.791 4.276 -4.198
H 2.266 4.385 3.108
H -1.231 -2.548 6.591
H -2.485 1.420 2.979
H -5.568 1.484 -2.352
H 4.410 -6.368 -0.274
H 0.819 -7.800 -3.224
H -1.633 3.241 6.154
H 4.155 1.478 4.879
```

---

A molecular structure, C40H114CsF3O20 in a non-equilibrium geometry. Source: OMol25; level of theory: ωB97M-V/def2-TZVPD.

Summary:
* F_max: 4.532 eV/Å
* Kohn-Sham gap: 7.892 eV
* HOMO energy: -8.4 eV

Geometry as XYZ:
```
178
C40H114CsF3O20 | OMol25 | ωB97M-V/def2-TZVPD
Cs -3.052 -5.295 -1.897
F 1.149 -3.561 -1.242
F 2.070 -1.556 -0.717
F 0.802 -1.923 -2.567
O -5.938 4.978 4.222
O -4.584 5.608 -1.455
O -2.523 6.392 0.212
O 6.469 -3.608 2.206
O 3.372 -1.941 5.020
O -0.656 -0.387 -0.676
O -0.076 -6.008 -1.919
O -1.489 -2.386 -0.737
O -5.873 -3.539 -1.186
O 4.255 -5.250 2.249
O 3.883 0.875 -5.693
O 4.298 -1.262 -2.885
O 1.581 4.726 -6.015
O -2.574 -3.970 1.457
O 3.662 6.215 3.104
O -1.725 0.453 5.701
O -2.234 -2.948 -4.294
O -4.842 -0.068 0.069
O -2.999 -0.767 -2.684
O 6.159 1.265 2.681
C 1.442 -1.876 3.640
C -6.055 -4.063 0.118
C -4.671 4.634 3.881
C 6.907 -4.257 0.077
C 1.543 1.444 -5.926
C 5.113 -0.357 -2.132
C 6.501 -0.280 -2.702
C -0.459 -1.928 -5.384
C -3.060 0.629 -2.657
C -2.939 1.101 -4.175
C 0.939 -2.173 -1.240
C -7.419 -4.599 0.368
C -2.129 1.576 4.945
C 3.511 -5.282 1.119
C 2.521 5.433 2.969
C -1.371 5.031 1.832
C 1.193 4.928 -4.687
C -1.376 5.620 0.411
C 3.993 1.368 3.604
C -3.708 -0.330 0.852
C -0.498 2.098 -0.420
C -3.960 0.070 2.210
C 2.748 1.293 -5.021
C -0.365 -7.363 -3.861
C 1.155 6.446 -4.268
C -3.554 5.416 4.571
C -1.671 -4.161 2.451
C 2.017 -5.479 1.373
C -5.356 3.414 -1.124
C -2.284 -3.513 3.712
C 0.678 -6.676 -2.908
C 4.829 0.947 2.351
C 2.980 -2.066 3.659
C 0.248 0.714 -0.534
C -0.283 -1.686 -0.458
C -1.068 1.792 3.885
C 1.677 5.588 4.287
C -4.529 4.376 -2.023
C -0.930 -3.221 -4.723
C 7.510 -3.871 1.364
H 4.583 0.592 -2.051
H -6.365 3.757 -0.896
H -0.463 6.206 0.305
H 0.807 0.631 0.397
H -1.002 2.844 3.605
H -3.156 2.169 -4.198
H 5.228 -0.703 -1.105
H -1.485 -5.227 2.582
H -2.857 0.249 0.492
H 3.837 -5.982 0.350
H -2.645 -2.491 3.597
H 6.357 -3.392 -0.296
H -5.318 2.403 -1.530
H 1.037 0.767 -1.284
H 1.157 -1.691 2.604
H 1.512 -6.162 -3.386
H 1.434 -5.486 0.452
H -0.904 0.655 6.154
H 1.946 5.650 2.069
H 0.392 -2.132 -6.035
H -3.924 1.094 -2.181
H -1.923 0.937 -4.534
H -1.289 4.901 -0.404
H -5.449 5.991 -1.622
H -0.959 -4.029 -5.454
H -1.311 1.889 0.275
H 6.222 2.222 2.722
H 1.163 -7.416 -2.271
H -0.896 2.393 -1.391
H -2.465 -1.100 -1.958
H -4.760 -0.378 2.799
H -4.562 3.557 4.008
H 0.999 -1.061 4.212
H 4.392 0.269 -5.149
H -3.037 -4.140 4.190
H 0.736 1.945 -5.391
H -3.073 1.465 4.412
H 0.077 2.888 0.062
H -0.302 -3.447 -3.861
H 2.405 0.604 -4.250
H -1.488 -3.324 4.433
H -2.146 2.418 5.638
H 6.433 0.226 -3.665
H -2.607 4.934 4.331
H 1.052 -2.778 4.111
H -0.727 -3.758 2.084
H -2.886 6.175 -0.651
H -4.182 1.137 2.234
H 3.573 -4.333 0.588
H -2.170 -3.421 0.781
H -4.521 4.744 2.807
H 0.871 4.860 4.386
H -0.262 -1.118 -4.682
H 7.574 -4.754 -0.627
H -1.291 5.747 2.649
H -3.667 5.211 5.636
H 3.602 -1.384 3.081
H -6.016 -4.296 -1.758
H 4.330 0.704 4.399
H -5.702 -3.401 0.909
H 6.141 -4.988 0.337
H -7.840 -5.303 -0.350
H 0.593 7.149 -4.883
H 3.035 4.486 2.807
H 1.804 1.861 -6.898
H -3.467 6.479 4.343
H 8.275 -4.496 1.825
H 3.273 7.076 2.935
H 3.008 2.274 -4.624
H 4.944 -4.588 2.151
H 4.472 1.614 1.566
H -0.136 1.481 4.357
H -3.472 4.129 -2.121
H -4.820 3.340 -0.178
H -8.289 -3.964 0.202
H 1.861 4.342 -4.057
H -3.687 0.565 -4.759
H 2.335 5.292 5.104
H -7.427 -5.051 1.360
H 1.615 -4.736 2.062
H 1.420 6.618 4.531
H -1.270 1.206 2.989
H 4.655 -0.097 2.090
H -0.679 -6.688 -4.657
H 1.797 -6.419 1.879
H -1.244 -1.604 -6.067
H -3.030 0.023 2.777
H 6.724 -2.764 2.586
H -3.467 -1.386 0.739
H 7.253 0.160 -2.046
H -6.052 4.781 5.154
H -1.244 -7.670 -3.295
H -0.551 4.313 1.830
H 0.104 -8.155 -4.445
H 1.146 0.430 -5.981
H 4.356 -2.177 -2.598
H 2.094 6.936 -4.013
H 0.412 -5.247 -1.597
H 0.333 4.260 -4.640
H -5.119 -0.887 -0.347
H -4.806 4.492 -3.071
H -2.243 0.921 -1.996
H 2.536 4.636 -6.056
H 0.551 6.579 -3.370
H 2.926 1.245 3.419
H 4.230 2.370 3.962
H -5.346 -4.862 0.332
H 3.099 -3.070 3.252
H 8.022 -2.939 1.123
H -0.074 -1.730 0.611
H 6.821 -1.306 -2.884
H -2.090 -2.238 -3.663
H 3.912 -2.713 5.206
H -2.260 4.410 1.950
```

---

We obtain calculated total energy values of -80343.3362, -92970.5391 eV for the records listed above, in that order.